1.
This record from the OMol25 dataset describes a structure of composition C38H32N6O12S2V at a distorted geometry. The level of theory is ωB97M-V/def2-TZVPD.

XYZ file:
```
91
Properties=species:S:1:pos:R:3
V 0.566 0.359 0.463
O -1.580 -3.204 0.427
C -0.820 -2.319 0.837
O -0.580 -1.246 0.183
C -0.185 -2.486 2.213
C -0.493 -3.650 2.864
C -0.048 -3.884 4.174
C 0.656 -2.927 4.875
C 0.949 -1.736 4.240
C 0.646 -1.481 2.850
O 1.098 -0.477 2.247
N 1.603 -0.743 5.072
O 2.172 -1.123 6.091
O 1.624 0.422 4.733
N -0.369 -5.124 4.836
O 0.006 -5.295 5.990
O -0.998 -5.970 4.226
H -1.103 -4.369 2.337
H 0.952 -3.089 5.896
C -7.260 -0.871 -0.414
C -6.020 -0.323 0.239
C -4.762 -0.612 -0.281
C -3.608 -0.123 0.309
C -3.711 0.673 1.443
C -4.951 0.966 1.982
C -6.099 0.469 1.380
S -2.221 1.244 2.255
O -2.623 2.437 2.982
O -1.745 0.140 3.041
N -1.194 1.535 1.077
C -1.464 2.538 0.180
C -2.363 3.577 0.348
C -2.541 4.555 -0.651
C -1.837 4.529 -1.818
C -0.909 3.481 -2.041
C -0.173 3.371 -3.235
C 0.649 2.306 -3.403
C 0.771 1.362 -2.365
N 0.140 1.457 -1.229
C -0.733 2.484 -1.055
H -7.257 -1.963 -0.409
H -7.333 -0.552 -1.456
H -8.160 -0.534 0.104
H -4.675 -1.250 -1.154
H -2.629 -0.394 -0.071
H -5.013 1.592 2.863
H -7.071 0.697 1.806
H -2.917 3.652 1.270
H -3.258 5.348 -0.471
H -1.976 5.281 -2.586
H -0.292 4.127 -4.003
H 1.223 2.165 -4.310
H 1.420 0.497 -2.450
C -0.325 -2.459 -6.209
C 0.426 -2.443 -4.905
C 1.798 -2.665 -4.870
C 2.493 -2.630 -3.666
C 1.814 -2.368 -2.489
C 0.440 -2.158 -2.499
C -0.237 -2.196 -3.705
S 2.675 -2.270 -0.928
O 1.874 -3.014 0.001
O 4.013 -2.771 -1.182
N 2.608 -0.710 -0.567
C 3.603 0.169 -0.918
C 4.896 -0.136 -1.411
C 5.756 0.896 -1.722
C 5.377 2.223 -1.555
C 4.098 2.436 -1.065
N 3.249 1.467 -0.764
H 0.283 -2.896 -7.003
H -0.602 -1.448 -6.521
H -1.248 -3.037 -6.132
H 2.332 -2.874 -5.792
H 3.563 -2.807 -3.630
H -0.086 -1.979 -1.567
H -1.311 -2.035 -3.710
H 5.212 -1.155 -1.526
H 6.746 0.653 -2.095
H 6.034 3.049 -1.794
H 3.724 3.447 -0.906
C 2.152 3.489 3.122
C 2.321 2.291 2.229
C 3.513 1.409 2.447
O 1.524 2.073 1.348
H 3.085 4.054 3.194
H 1.916 3.126 4.126
H 1.337 4.108 2.757
H 4.390 1.952 2.073
H 3.393 0.480 1.895
H 3.658 1.211 3.508
```

Output
ΔE to the lowest compared entry with this formula, charge and spin   3.0 kcal per mole
Lowest unoccupied orbital energy (alpha / beta)   0.147 / 0.147 hartree
Spin multiplicity   4
HOMO level (alpha / beta)   -1.47 / -3.03 eV
Charge   -2

Atom charges from the Löwdin analysis, given in e for atoms 1 to 4: atom 1 (V): 0.825, atom 2 (O): 0.016, atom 3 (C): -0.589, atom 4 (O): -0.182


2.
This record from the OMol25 dataset describes a structure of composition C24H46CaCl2N3O5Si at a distorted geometry. The level of theory is ωB97M-V/def2-TZVPD.

XYZ file:
```
82
Properties=species:S:1:pos:R:3
C 3.296 -2.092 -5.541
C 2.671 -1.450 -6.734
H 2.760 -3.017 -5.270
H 3.278 -1.383 -4.703
H 4.344 -2.358 -5.745
C 2.773 -2.003 -7.963
C 3.200 -3.408 -8.195
H 2.629 -1.425 -8.875
H 2.669 -4.123 -7.549
H 4.278 -3.534 -8.024
H 2.986 -3.672 -9.233
Ca 1.261 0.073 -2.828
Cl 3.102 1.812 -3.295
C -0.128 2.864 -2.309
O -0.373 1.634 -2.459
N -0.998 3.844 -2.560
C -2.391 3.516 -2.845
C -0.536 5.182 -2.897
H 0.869 3.192 -1.965
H -2.790 2.853 -2.066
H -2.502 3.024 -3.823
H -2.953 4.449 -2.847
H 0.291 5.472 -2.236
H -1.365 5.886 -2.772
H -0.178 5.245 -3.937
H -3.547 1.615 2.302
H -1.282 2.625 2.463
C -3.116 0.621 2.133
C -0.865 1.609 2.379
N -1.775 0.758 1.608
H -3.716 0.061 1.415
C -1.431 0.085 0.487
O -2.186 -0.629 -0.155
H 0.117 1.664 1.874
H -0.295 0.237 0.128
H -3.088 0.096 3.095
H -0.741 1.211 3.402
H -0.368 -5.300 -0.030
H 0.012 -4.790 -3.329
C -1.227 -4.763 -0.462
C -0.973 -4.499 -2.935
N -0.841 -3.925 -1.598
H -1.708 -4.164 0.319
C -0.233 -2.743 -1.463
O 0.143 -2.047 -2.441
H -1.437 -3.780 -3.621
H -0.081 -2.410 -0.419
H -1.944 -5.501 -0.826
H -1.602 -5.381 -2.839
O 0.990 -0.279 -5.341
C 1.979 -0.125 -6.434
C 0.782 -0.016 -8.714
C 1.545 0.596 -7.718
H 0.434 -1.047 -8.584
C 0.447 0.638 -9.909
H 2.738 0.494 -5.941
C 2.049 1.879 -7.977
H -0.152 0.114 -10.667
C 0.886 1.943 -10.124
C 1.717 2.551 -9.168
H 2.691 2.330 -7.235
H 0.612 2.463 -11.047
H 2.113 3.544 -9.342
Si -0.770 -0.225 -5.959
Cl -0.709 -2.171 -6.847
C -1.952 0.266 -7.452
C -0.633 1.755 -5.882
C -1.795 -0.513 -4.395
H -1.753 1.232 -7.933
H -2.948 0.346 -7.003
H -2.011 -0.468 -8.266
H -1.499 -1.448 -3.908
H -2.848 -0.623 -4.712
H -1.740 0.283 -3.632
H -0.281 2.200 -6.821
H 0.095 2.030 -5.112
H -1.601 2.225 -5.640
C 1.782 -0.585 0.671
O 1.056 -0.009 -0.395
H 1.303 -0.434 1.657
H 2.785 -0.124 0.720
H 1.903 -1.679 0.557
```

Output
ΔE to the lowest compared entry with this formula, charge and spin   0.0 kcal per mole
Lowest unoccupied orbital energy   0.093 hartree
Spin multiplicity   1
HOMO level   -4.37 eV
Charge   -1

Atom charges from the Löwdin analysis, given in e for atoms 1 to 4: atom 1 (C): -0.044, atom 2 (C): -0.250, atom 3 (H): 0.090, atom 4 (H): 0.063


3.
This record from the OMol25 dataset describes a cluster of 4 separate species, C3H12O4 in total at a distorted geometry. The level of theory is ωB97M-V/def2-TZVPD.

XYZ file:
```
19
Properties=species:S:1:pos:R:3
C -1.484 -2.856 1.289
O -0.679 -1.978 0.508
C -1.505 -2.384 2.716
C -1.283 -3.182 3.754
H -0.995 -3.822 1.146
H -2.482 -2.977 0.845
H -1.005 -1.069 0.569
H -1.689 -1.322 2.781
H -1.214 -2.693 4.721
H -1.232 -4.252 3.624
H 0.707 1.781 -5.953
H 1.431 1.008 -4.881
O 0.912 0.877 -5.684
H 2.182 5.122 -1.932
H 2.431 3.896 -1.176
O 2.579 4.251 -2.068
H 0.476 3.433 1.880
H 0.325 2.072 1.245
O 0.529 2.997 1.012
```

Output
ΔE to the lowest compared entry with this formula, charge and spin   42.0 kcal per mole
Lowest unoccupied orbital energy (alpha / beta)   0.121 / 0.119 hartree
Spin multiplicity   2
HOMO level (alpha / beta)   0.69 / -7.10 eV
Charge   -1

Atom charges from the natural (NBO) analysis, given in e for atoms 1 to 4: atom 1 (C): -0.132, atom 2 (O): -0.810, atom 3 (C): -0.258, atom 4 (C): -0.435


4.
This record from the OMol25 dataset describes an isolated molecule of C5H5NO at a distorted geometry. The level of theory is ωB97M-V/def2-TZVPD.

XYZ file:
```
12
Properties=species:S:1:pos:R:3
C 2.273 -0.866 0.039
C 1.347 -0.117 0.244
C 0.565 1.076 -0.102
O 1.120 2.133 -0.243
C -0.850 0.684 -0.437
C -0.960 -0.723 0.062
N -1.810 0.316 0.599
H 2.613 -1.863 -0.092
H -1.299 1.148 -1.328
H -0.085 -0.913 0.800
H -1.395 -1.480 -0.600
H -1.476 0.558 1.524
```

Output
SMILES   C#CC(=O)[C@H]1CN1
ΔE to the lowest compared entry with this formula, charge and spin   110.0 kcal per mole
Lowest unoccupied orbital energy   0.000 hartree
Spin multiplicity   1
HOMO level   -9.78 eV

Atom charges from the natural (NBO) analysis, given in e for atoms 1 to 4: atom 1 (C): -0.138, atom 2 (C): -0.188, atom 3 (C): 0.500, atom 4 (O): -0.468


5.
This record from the OMol25 dataset describes an isolated molecule of C2H5NO2S at a distorted geometry. The level of theory is ωB97M-V/def2-TZVPD.

XYZ file:
```
11
Properties=species:S:1:pos:R:3
C 0.979 -1.050 -0.437
C 0.975 1.451 0.234
N -2.637 0.179 -0.060
O -1.477 -0.367 0.251
O -3.621 -0.296 0.471
S 0.044 0.486 -0.731
H 0.440 -1.506 0.409
H 2.085 -0.634 -0.158
H 0.972 -1.744 -1.374
H 1.600 1.051 1.113
H 0.640 2.430 0.284
```

Output
ΔE to the lowest compared entry with this formula, charge and spin   131.2 kcal per mole
Lowest unoccupied orbital energy   -0.006 hartree
Spin multiplicity   1
HOMO level   -9.17 eV

Atom charges from the natural (NBO) analysis, given in e for atoms 1 to 4: atom 1 (C): -0.782, atom 2 (C): -0.753, atom 3 (N): 0.298, atom 4 (O): -0.577


6.
This record from the OMol25 dataset describes a structure of composition C11H33InN4O6 at a distorted geometry. The level of theory is ωB97M-V/def2-TZVPD.

XYZ file:
```
55
Properties=species:S:1:pos:R:3
In 0.169 -2.153 0.900
O 0.096 0.399 -0.668
H 0.924 0.634 -1.130
C 4.850 -4.139 2.110
C 3.806 -3.271 1.482
C 4.142 -2.805 0.077
O 2.966 -2.044 -0.420
C 3.175 -1.358 -1.596
N 2.581 -4.008 1.542
H 5.088 -5.053 1.567
H 4.595 -4.552 3.086
H 5.748 -3.527 2.193
H 3.517 -2.470 2.162
H 4.291 -3.715 -0.503
H 5.053 -2.208 0.050
H 2.247 -1.269 -2.162
H 3.842 -1.777 -2.349
H 3.489 -0.346 -1.341
H 2.440 -4.554 2.380
H 2.830 -4.592 0.757
C -4.736 -1.757 -0.881
C -3.771 -0.512 -0.856
C -3.932 0.471 0.353
O -5.134 1.236 0.228
C -4.858 2.445 -0.543
N -2.351 -1.023 -0.822
H -4.723 -2.297 -1.827
H -5.695 -1.268 -0.711
H -4.556 -2.443 -0.053
H -3.963 0.096 -1.740
H -3.051 1.094 0.506
H -3.877 -0.129 1.262
H -4.161 3.156 -0.100
H -5.771 3.038 -0.495
H -4.586 2.360 -1.595
H -2.250 -1.464 -1.724
H -1.654 -0.293 -0.843
C 0.977 3.010 -1.802
C 1.040 4.338 -2.540
O 2.005 5.224 -2.162
O -0.130 2.349 -2.273
H 0.845 3.288 -0.756
H 1.821 2.320 -1.797
H 0.047 4.756 -2.375
H 1.112 4.143 -3.610
H 1.744 5.498 -1.280
H -0.109 1.520 -1.790
C -0.728 1.184 2.841
O -0.709 -0.053 2.949
N -1.036 1.978 3.774
N -0.554 1.815 1.680
H -1.103 2.978 3.650
H -1.352 1.651 4.676
H -0.201 1.280 0.899
H -0.450 2.818 1.620
```

Output
Lowest unoccupied orbital energy   -0.445 hartree
Spin multiplicity   1
HOMO level   -14.95 eV
Charge   +2

Atom charges from the natural (NBO) analysis, given in e for atoms 1 to 4: atom 1 (In): 1.304, atom 2 (O): -0.971, atom 3 (H): 0.459, atom 4 (C): -0.635